The following is a quantum chemistry calculation of a molecular structure, C26H42O24Rb2, from OMol25.

- Net charge: -2
- Strongest force on any atom: 7.6 eV/Å
- HOMO-LUMO gap: 3.91 eV
- E_tot: -2869.7237 Eh
- Spin multiplicity: 1
- Highest occupied orbital energy: -0.89 eV

Structure (XYZ):
```
94
C26H42O24Rb2 (ωB97M-V with the def2-TZVPD basis set)
Rb 1.67 -3.34 1.97
Rb 0.06 -0.48 -0.65
O 6.81 -3.76 0.38
O 0.83 1.80 -3.52
O -0.04 -3.65 -0.36
O -0.20 3.74 -2.56
O 5.22 -3.24 -0.93
O -4.31 -3.20 1.56
O -3.55 0.27 -1.16
O 4.59 -3.78 1.18
O 3.67 0.85 -3.42
O -1.23 2.64 -4.05
O -2.30 1.12 3.30
O -2.41 3.32 3.36
O -3.01 -3.58 3.50
O 0.66 -2.05 -3.47
O 4.47 1.62 -1.30
O -5.31 -3.35 3.46
O -4.72 0.23 -3.23
O 0.37 1.97 1.10
O -4.20 2.22 2.56
O 2.71 3.97 4.58
O -3.85 2.05 -2.48
O 0.92 -0.52 2.22
O 3.97 3.03 -3.01
O 2.79 1.45 5.98
C 0.95 1.93 2.18
C 3.77 -3.13 -1.24
C 1.13 0.55 2.88
C -2.53 -0.20 2.76
C 4.01 1.72 -2.65
C -3.98 0.77 -2.16
C -0.59 -3.79 -1.70
C 3.63 3.33 -4.39
C 1.77 0.49 4.18
C -5.03 -1.14 -3.16
C -1.44 1.47 -4.96
C -3.06 2.20 3.01
C 4.89 0.46 -0.78
C -4.09 -3.35 2.89
C 0.80 4.03 -1.55
C -3.14 2.95 -1.58
C 0.29 -3.33 -3.03
C 5.47 -3.64 0.33
C 7.39 -3.65 1.68
C -5.43 -3.21 4.84
C 2.13 2.91 4.10
C 2.23 1.59 4.82
C 1.65 3.08 2.87
C -3.10 -2.96 0.84
C -2.96 4.60 3.35
C -0.11 2.63 -3.39
H 4.45 3.07 -5.06
H -3.07 -0.17 1.81
H -3.12 4.98 2.34
H 1.18 -3.96 -3.12
H 3.71 -3.06 -2.33
H 3.94 -0.02 -0.57
H -4.80 -3.93 5.36
H -2.73 -3.95 0.56
H 3.31 -2.23 -0.84
H 1.93 -0.50 4.59
H -3.43 -2.48 -0.08
H -3.98 4.53 3.72
H -6.42 -3.51 5.19
H -5.21 -2.19 5.13
H -5.80 -1.29 -3.91
H 1.77 3.62 -1.84
H -1.55 -0.63 2.56
H -2.39 1.69 -5.43
H -1.56 -3.29 -1.75
H -0.21 -3.69 -3.92
H -3.67 3.07 -0.64
H -1.77 0.67 -4.30
H 3.29 4.36 -4.49
H 0.81 5.10 -1.35
H -2.38 -2.31 1.33
H 2.71 2.88 -4.74
H -0.68 1.14 -5.67
H -2.94 -0.91 3.48
H 0.39 3.58 -0.64
H 3.14 -3.95 -0.89
H 5.46 -0.13 -1.51
H 5.28 0.68 0.21
H 8.36 -3.18 1.51
H -0.97 -4.81 -1.74
H -3.01 3.95 -1.98
H 1.70 3.98 2.28
H -4.15 -1.77 -3.30
H -2.12 2.69 -1.30
H 6.79 -2.92 2.22
H -2.48 5.33 4.00
H 7.44 -4.64 2.14
H -5.47 -1.45 -2.22
```